(1)
{
  "formula": "C24H22N8O2Tl",
  "method": "ωB97M-V/def2-TZVPD",
  "species": ["Tl", "C", "C", "C", "C", "N", "C", "N", "C", "N", "C", "N", "C", "C", "C", "C", "C", "N", "C", "C", "C", "C", "C", "C", "H", "H", "H", "H", "H", "H", "H", "H", "H", "H", "H", "H", "C", "C", "N", "O", "C", "C", "N", "O", "H", "H", "H", "H", "H", "H", "H", "C", "C", "N", "H", "H", "H"],
  "xyz": [[0.308223, 0.399306, -0.327613], [2.265362, -3.666741, 0.893424], [1.311906, -4.656119, 1.124582], [0.012890, -4.419267, 0.750962], [-0.337194, -3.184505, 0.154174], [0.596437, -2.242643, -0.062589], [1.848752, -2.488925, 0.303094], [-1.625840, -3.083596, -0.240152], [-2.336224, -2.023836, -0.472457], [-2.055042, -0.707182, -0.345529], [-3.160963, 0.015704, -0.634195], [-3.361663, 1.294040, -0.735295], [-2.561511, 2.327789, -0.404426], [-2.900095, 3.575935, -0.980214], [-2.189400, 4.699489, -0.643415], [-1.155995, 4.587331, 0.285472], [-0.892391, 3.336193, 0.812956], [-1.551488, 2.236520, 0.479874], [-4.271013, -0.898156, -0.976360], [-5.580907, -0.678647, -1.348304], [-6.375462, -1.788657, -1.600084], [-5.867127, -3.075397, -1.474820], [-4.542768, -3.293114, -1.117801], [-3.748551, -2.190416, -0.883270], [3.296786, -3.810046, 1.174484], [1.592892, -5.597201, 1.583839], [-0.765231, -5.149487, 0.913516], [2.554240, -1.690546, 0.110435], [-3.705544, 3.604707, -1.697235], [-2.432913, 5.660853, -1.082425], [-0.570015, 5.447112, 0.572621], [-0.096598, 3.193719, 1.534108], [-5.968695, 0.325815, -1.430732], [-7.407509, -1.653900, -1.896450], [-6.519184, -3.919865, -1.654728], [-4.137993, -4.288702, -1.022832], [3.100241, 3.285334, -0.412908], [3.577686, 1.862877, -0.505389], [3.338848, 1.088453, -1.477323], [2.529329, 1.621475, -2.511933], [3.655116, 0.754952, 1.637963], [4.283268, 0.179624, 2.878855], [1.339075, 0.285509, 2.138922], [1.502603, -0.091621, 3.333611], [2.048614, 3.331976, -0.693573], [3.656625, 3.910163, -1.113546], [3.229307, 3.664015, 0.594202], [2.238700, 0.830411, -2.982922], [5.257624, -0.260380, 2.670915], [3.619912, -0.566139, 3.309273], [4.410758, 0.970333, 3.618312], [5.855098, 1.400907, 0.512798], [4.363367, 1.297034, 0.623007], [2.289153, 0.728518, 1.401777], [6.192361, 2.408902, 0.762863], [6.167112, 1.190602, -0.510981], [6.355556, 0.707418, 1.183665]],
  "forces_ev_per_a": [[-0.004, 0.104, -0.542], [-0.027, -0.019, -0.002], [0.067, 0.141, -0.041], [0.029, 0.181, 0.049], [0.950, -0.219, 0.267], [-0.561, -0.195, -0.009], [0.363, -0.208, 0.133], [-1.298, 0.078, -0.423], [0.393, -0.460, 0.292], [0.579, 0.250, 0.345], [0.101, 0.598, -0.194], [-0.868, -0.981, -0.254], [0.584, 0.903, 0.355], [0.152, -0.175, -0.024], [0.115, 0.009, 0.089], [0.008, 0.016, 0.007], [0.130, 0.434, 0.016], [-0.602, -0.352, -0.168], [-0.113, -0.864, -0.138], [0.117, 0.126, 0.076], [-0.125, -0.026, -0.027], [-0.091, -0.084, -0.034], [0.200, -0.010, 0.031], [-0.723, 0.604, -0.117], [0.108, 0.059, -0.013], [-0.025, 0.028, 0.009], [-0.074, -0.004, -0.065], [0.120, 0.109, 0.001], [-0.116, -0.023, 0.003], [0.011, -0.043, -0.013], [0.057, 0.026, 0.097], [0.123, 0.013, 0.054], [-0.001, 0.099, -0.004], [-0.052, 0.008, 0.011], [-0.016, -0.050, -0.042], [0.059, -0.118, 0.016], [-0.139, -0.167, -0.272], [-0.318, 0.507, -0.227], [0.093, -0.936, -0.405], [0.318, 0.544, 0.304], [0.672, -0.082, 0.168], [-0.040, -0.154, -0.026], [-0.265, -0.338, 1.198], [0.146, 0.313, -0.732], [-0.072, 0.052, -0.022], [-0.001, 0.079, -0.026], [0.019, 0.030, 0.125], [0.176, 0.085, 0.194], [0.106, 0.040, -0.031], [0.143, 0.059, 0.005], [0.005, -0.019, 0.156], [-0.187, 0.017, 0.163], [-0.043, -0.349, 0.100], [-0.475, 0.295, -0.423], [0.157, 0.120, -0.013], [0.041, -0.032, -0.010], [0.092, -0.018, 0.032]],
  "fmax_ha_per_bohr": 0.0266,
  "total_charge": -1,
  "lumo_ev": 2.27
}

=====

(2)
{
  "formula": "C24H23BClN16RuSe",
  "method": "ωB97M-V/def2-TZVPD",
  "species": ["Ru", "C", "C", "N", "N", "C", "B", "N", "C", "C", "C", "N", "N", "C", "C", "C", "N", "N", "C", "C", "C", "N", "H", "H", "H", "H", "H", "H", "H", "H", "H", "H", "H", "H", "Se", "N", "C", "C", "C", "C", "N", "C", "N", "H", "H", "H", "C", "N", "C", "C", "N", "C", "H", "H", "H", "H", "H", "H", "Cl", "C", "H", "H", "N", "C", "N", "C", "N"],
  "xyz": [[0.021518, -0.777175, -0.278144], [4.387012, -1.202390, -0.067203], [3.176146, -1.441996, -0.703258], [2.204649, -0.716944, -0.145878], [2.776812, 0.009138, 0.840834], [4.085315, -0.274806, 0.908886], [1.950856, 1.072309, 1.620873], [0.854000, 0.261502, 2.408823], [0.477852, 0.297887, 3.691946], [-0.440394, -0.712592, 3.924997], [-0.586781, -1.342331, 2.703190], [0.191210, -0.760771, 1.783645], [1.328419, 2.014845, 0.561194], [1.180673, 3.354151, 0.584901], [0.661186, 3.750091, -0.630878], [0.518002, 2.562317, -1.354824], [0.931499, 1.525336, -0.629692], [2.864356, 1.890752, 2.501011], [3.891339, 2.658956, 2.043626], [4.410610, 3.346250, 3.106089], [3.616958, 2.940772, 4.197587], [2.689820, 2.075888, 3.836872], [5.346073, -1.631279, -0.292654], [2.966996, -2.110677, -1.521936], [4.713407, 0.210422, 1.635189], [0.931811, 1.016724, 4.352088], [-0.900320, -0.969811, 4.861811], [-1.175485, -2.201066, 2.432318], [1.473779, 3.928394, 1.447892], [0.440841, 4.752251, -0.952243], [0.131041, 2.406464, -2.349748], [4.160443, 2.671687, 1.000078], [5.234310, 4.037015, 3.101165], [3.687152, 3.243481, 5.230072], [-3.843280, 0.221968, -3.561264], [-2.723409, -0.088213, -4.938748], [-1.532698, -0.267298, -4.393161], [-0.349904, -0.491836, -5.137174], [0.860602, -0.570292, -4.435145], [0.890354, -0.520100, -3.070169], [-0.254001, -0.462708, -2.286806], [-1.442801, -0.188674, -2.930302], [-2.537010, 0.118411, -2.307759], [-0.397881, -0.532311, -6.214586], [1.801034, -0.648506, -4.962857], [1.820399, -0.504891, -2.532714], [-5.296999, -2.186981, 0.597043], [-3.954932, -2.190365, 0.016211], [-3.563819, -2.847496, -1.127073], [-2.269453, -2.516327, -1.333893], [-1.864703, -1.660009, -0.336065], [-2.906116, -1.493925, 0.463268], [-5.824837, -3.066229, 0.240530], [-5.837225, -1.293586, 0.290901], [-5.223939, -2.234824, 1.680526], [-4.236400, -3.473270, -1.684765], [-1.613057, -2.817911, -2.129710], [-2.929592, -0.892099, 1.355724], [-0.421550, -4.007600, 0.619133], [0.584552, -2.810432, -0.217864], [0.666660, -3.089849, -1.267688], [1.534429, -2.854759, 0.284892], [-1.293597, 1.029914, 0.263887], [-2.357843, 1.480018, 0.113930], [-3.475913, 2.121993, 0.117862], [-4.579959, 1.595653, -0.320028], [-5.628216, 1.257730, -0.704755]],
  "forces_ev_per_a": [[0.678, -0.561, -0.651], [0.013, 0.050, -0.021], [-0.090, -0.032, -0.034], [0.038, 0.143, 0.100], [-0.204, -0.040, -0.087], [0.018, 0.057, 0.003], [-0.083, -0.121, 0.100], [0.074, -0.028, -0.168], [0.045, 0.034, 0.050], [-0.003, -0.038, -0.013], [0.026, -0.038, -0.042], [0.012, 0.317, 0.141], [0.127, -0.103, -0.142], [-0.063, -0.042, -0.003], [-0.013, -0.050, -0.001], [-0.009, -0.037, 0.024], [0.075, 0.041, 0.123], [-0.120, 0.021, 0.096], [-0.040, 0.039, 0.064], [-0.029, -0.033, 0.021], [0.021, 0.009, 0.089], [0.219, 0.060, -0.195], [0.012, -0.016, 0.001], [-0.013, -0.043, -0.004], [0.014, -0.013, 0.018], [-0.047, -0.026, -0.016], [-0.018, 0.005, 0.007], [-0.036, -0.012, 0.011], [0.005, 0.017, 0.006], [0.000, 0.013, -0.008], [0.015, -0.003, -0.016], [0.010, -0.017, -0.022], [0.016, 0.014, 0.004], [0.006, 0.015, -0.002], [-0.254, 0.166, -0.142], [0.045, -0.056, 0.617], [0.513, -0.112, -0.555], [-0.067, 0.058, 0.310], [-0.066, -0.003, -0.111], [-0.188, -0.004, -0.018], [0.225, 0.065, 0.174], [0.343, -0.126, -0.155], [-0.623, 0.260, 0.116], [0.006, -0.009, -0.024], [-0.017, 0.001, -0.023], [0.065, 0.004, 0.024], [0.101, -0.052, -0.064], [-0.063, 0.016, 0.015], [-0.085, 0.033, 0.062], [0.041, -0.002, 0.043], [-0.020, 0.008, 0.114], [0.031, -0.034, -0.075], [-0.016, -0.014, 0.020], [-0.005, 0.005, -0.005], [-0.013, 0.023, 0.006], [-0.013, -0.017, -0.008], [0.011, -0.024, -0.007], [-0.004, -0.004, 0.012], [0.104, 0.054, -0.080], [-0.215, -0.055, 0.157], [-0.010, -0.024, -0.033], [0.079, -0.030, -0.001], [-0.621, 0.015, 0.270], [0.023, 0.363, 0.060], [0.077, -0.091, 0.098], [-0.089, 0.178, -0.316], [0.046, -0.176, 0.084]],
  "fmax_ha_per_bohr": 0.0213,
  "s_squared": 6.098,
  "total_charge": 1,
  "lumo_ev": [-2.98, -7.06],
  "multiplicity": 5
}